# 1
The following is a quantum chemistry calculation of a 3-piece molecular cluster, C14H21N3O7 overall in a non-equilibrium geometry, from OMol25.

- energy (hartree) = -1236.77785
- maximum force (eV/A) = 12.67
- SMILES = C[C@H](C#N)[C@H](C#N)C[C@H](O)CN.O=C1OCCO1.O=C1OCCO1

Each line ends with the natural charge from an NBO analysis.
Cartesian coordinates (Å):
C 2.714 -0.200 3.709  -0.65
C 1.906 1.001 2.941  -0.27
C 0.395 0.380 2.583  0.26
N -0.705 -0.217 2.172  -0.34
C 2.545 1.470 1.507  -0.29
C 1.829 0.599 0.307  0.27
N 1.310 -0.271 -0.535  -0.33
C 4.172 1.324 1.384  -0.45
C 5.030 2.049 2.578  0.08
O 5.024 3.545 2.489  -0.74
C 6.631 1.596 2.403  -0.24
N 6.839 0.101 2.661  -0.84
H 3.183 0.263 4.685  0.23
H 3.466 -0.802 3.046  0.24
H 1.912 -0.996 4.093  0.26
H 1.683 1.950 3.618  0.27
H 2.207 2.605 1.349  0.28
H 4.504 1.797 0.349  0.26
H 4.393 0.157 1.271  0.24
H 4.711 1.761 3.667  0.17
H 5.698 3.825 3.187  0.47
H 7.325 2.153 3.175  0.20
H 6.914 1.831 1.280  0.21
H 6.381 -0.479 1.900  0.35
H 6.298 -0.185 3.532  0.35
O -3.723 -3.639 -2.210  -0.59
C -3.296 -2.554 -1.852  0.96
O -3.233 -1.448 -2.650  -0.49
C -2.900 -0.356 -1.814  -0.10
C -2.219 -1.007 -0.654  -0.11
O -2.819 -2.287 -0.602  -0.48
H -2.247 0.348 -2.338  0.21
H -3.820 0.160 -1.523  0.18
H -1.142 -1.127 -0.814  0.21
H -2.381 -0.464 0.281  0.22
O -7.928 0.955 -5.572  -0.58
C -7.445 -0.059 -5.095  0.96
O -6.800 -0.115 -3.893  -0.49
C -6.595 -1.484 -3.600  -0.11
C -6.627 -2.132 -4.947  -0.10
O -7.477 -1.284 -5.695  -0.48
H -5.640 -1.632 -3.089  0.22
H -7.405 -1.832 -2.950  0.18
H -5.641 -2.154 -5.423  0.19
H -7.027 -3.149 -4.910  0.21

=====

# 2
The following is a quantum chemistry calculation of C4H6CoS2SbSe4 as an isolated structure in a non-equilibrium geometry, from OMol25.

- energy (hartree) = -12181.09190
- charge = -2
- maximum force (eV/A) = 9.81
- 2S+1 = 5

Each line ends with the Mulliken spin population.
Cartesian coordinates (Å):
Co -0.703 0.541 1.685  2.66
C -0.649 -0.580 -3.098  0.00
C -0.171 -0.232 -1.580  -0.01
S -1.267 0.807 -0.671  0.10
C 0.811 -0.845 -1.121  0.00
C 2.202 -1.068 -2.093  0.01
S 1.616 -0.320 0.412  0.11
H -1.618 -0.230 -3.456  0.00
H -0.287 -1.760 -3.222  0.00
H -0.125 0.009 -3.836  0.00
H 2.045 -1.475 -3.433  0.00
H 2.675 -1.875 -1.330  0.00
H 2.972 -0.411 -2.124  0.00
Se -2.550 0.227 6.673  0.00
Sb -1.822 1.639 4.982  -0.03
Se 0.712 0.372 3.932  1.08
Se -2.627 1.260 2.663  0.10
Se -1.215 3.940 5.617  -0.01

=====

# 3
The following is a quantum chemistry calculation of C23H37N2O2OsP3 as an isolated structure in a non-equilibrium geometry, from OMol25.

- charge = +4
- maximum force (eV/A) = 8.74
- 2S+1 = 5
- ΔE to the lowest compared entry with this formula, charge and spin (kJ/mol) = 176.1

Each line ends with the Mulliken spin population.
Cartesian coordinates (Å):
P -1.019 -1.423 -3.795  0.21
C -2.733 -0.693 -3.701  0.22
H -3.328 -0.893 -4.603  0.01
H -2.652 0.393 -3.563  0.05
H -3.241 -1.097 -2.818  0.03
C -1.184 -2.142 -5.525  0.20
H -0.620 -3.074 -5.594  0.05
H -0.736 -1.448 -6.244  0.01
H -2.223 -2.314 -5.823  0.01
C -1.448 -2.926 -2.781  0.00
H -2.132 -3.600 -3.326  0.00
H -1.925 -2.606 -1.838  0.01
H -0.501 -3.438 -2.555  0.01
P -0.317 -1.977 4.610  0.69
C -1.742 -1.151 5.328  0.07
H -2.075 -1.850 6.095  0.03
H -2.538 -0.957 4.593  0.00
H -1.406 -0.211 5.784  -0.01
C -0.661 -3.732 4.525  0.06
H 0.276 -4.286 4.643  0.00
H -1.150 -3.975 3.572  0.01
H -1.336 -3.892 5.364  0.03
C 1.031 -1.823 5.806  0.07
H 0.581 -2.226 6.714  0.04
H 1.318 -0.776 5.963  0.00
H 1.918 -2.407 5.532  0.00
P 2.050 3.231 -2.453  0.74
C 0.667 4.246 -1.792  0.07
H 0.153 4.794 -2.589  0.00
H 1.019 4.969 -1.045  0.03
H -0.078 3.595 -1.297  -0.01
C 3.093 3.252 -0.904  0.02
H 3.092 4.210 -0.357  0.03
H 4.127 2.931 -1.098  -0.01
H 2.620 2.494 -0.250  0.03
C 2.917 4.236 -3.728  0.06
H 3.779 4.819 -3.378  0.03
H 2.274 4.895 -4.324  0.00
H 3.297 3.508 -4.467  0.01
Os 1.853 -0.962 0.297  0.42
C -0.019 -0.644 0.630  0.22
O -1.100 -0.441 1.023  0.08
C 1.766 -0.135 2.168  0.05
O 1.674 0.295 3.243  0.04
C 3.904 -1.181 0.731  -0.03
C 3.758 -0.819 -0.608  0.11
C 2.921 -1.573 -1.422  0.01
C 2.206 -2.653 -0.909  0.02
C 2.273 -2.977 0.452  -0.02
C 3.128 -2.234 1.281  0.02
H 4.498 -0.558 1.381  0.00
H 4.234 0.083 -1.010  0.04
H 2.791 -1.274 -2.463  0.02
H 1.546 -3.216 -1.565  0.00
H 1.629 -3.752 0.854  0.00
H 3.091 -2.365 2.353  0.01
N -5.171 0.132 -1.657  0.08
C -4.478 0.805 -0.990  0.03
C -3.668 1.680 -0.172  0.03
C -4.217 2.323 0.952  0.00
C -3.418 3.189 1.681  0.01
C -2.108 3.423 1.230  0.03
N -1.604 2.863 0.131  0.01
C -2.327 1.955 -0.519  0.03
H -5.262 2.137 1.218  0.00
H -3.775 3.712 2.575  0.00
H -1.445 4.081 1.797  0.00
H -1.844 1.454 -1.362  0.01

=====

# 4
The following is a quantum chemistry calculation of C3H6O3PS as an isolated structure in a non-equilibrium geometry, from OMol25.

- charge = -1
- maximum force (eV/A) = 3.52
- ΔE to the lowest compared entry with this formula, charge and spin (kJ/mol) = 0.0

Each line ends with the natural charge from an NBO analysis.
Cartesian coordinates (Å):
C -1.553 -0.084 1.135  -0.42
C -0.402 -0.516 0.558  -0.17
C 0.201 -0.044 -0.679  -0.83
O -0.827 -2.255 -1.911  -1.01
O -1.398 -0.141 -2.947  -1.01
O 0.909 -0.936 -2.889  -1.03
P 1.943 -0.423 -1.024  0.41
S -0.415 -0.934 -2.235  2.40
H -2.180 -0.660 1.944  0.20
H -2.073 0.717 0.588  0.18
H 0.164 -1.218 1.244  0.20
H -0.127 0.973 -1.038  0.25
H 2.384 0.490 -2.021  -0.02
H 2.311 0.364 0.137  -0.15

=====

# 5
The following is a quantum chemistry calculation of the molecule C8H12P2 in a non-equilibrium geometry, from OMol25.

- maximum force (eV/A) = 4.60
- ΔE to the lowest compared entry with this formula, charge and spin (kJ/mol) = 247.8

Each line ends with the natural charge from an NBO analysis.
Cartesian coordinates (Å):
C -0.366 0.931 -0.430  -0.09
C 0.729 1.021 0.551  -0.11
C -1.446 0.299 -0.067  -0.37
C 1.880 0.616 0.115  -0.37
C -0.164 1.441 -1.769  -0.65
C 0.300 1.544 1.910  -0.62
C -3.359 -1.712 0.309  -1.00
C 3.114 -1.765 -0.258  -0.91
P -3.068 0.095 0.207  0.66
P 3.207 0.062 -0.668  0.63
H -1.131 1.127 -2.325  0.23
H 0.788 1.099 -2.277  0.24
H 0.020 2.514 -2.049  0.24
H 1.223 2.027 2.452  0.23
H -0.296 0.932 2.496  0.23
H -0.425 2.404 1.729  0.22
H -2.967 -2.512 1.004  0.25
H -4.404 -1.923 0.265  0.23
H -2.995 -2.206 -0.594  0.24
H 4.062 -1.924 0.338  0.24
H 2.212 -1.895 0.330  0.24
H 3.085 -2.175 -1.269  0.23

=====

# 6
The following is a quantum chemistry calculation of C8H12Cl2Si as an isolated structure in a non-equilibrium geometry, from OMol25.

- maximum force (eV/A) = 3.69
- ΔE to the lowest compared entry with this formula, charge and spin (kJ/mol) = 207.4

Each line ends with the natural charge from an NBO analysis.
Cartesian coordinates (Å):
C 2.394 -1.986 -0.837  -0.25
C 2.435 -1.257 0.414  -0.16
C 1.390 -1.780 -1.699  -0.13
C 1.599 -0.241 0.693  -0.26
C 0.222 -0.921 -1.348  -0.59
C 0.453 -0.051 -0.176  -0.13
C -2.462 1.113 -0.708  -1.13
C -1.141 1.829 2.170  -1.05
Si -1.270 0.532 0.686  1.58
Cl 0.976 2.180 -0.560  -0.43
Cl -2.087 -1.276 1.309  -0.41
H 3.274 -2.755 -0.985  0.23
H 3.110 -1.664 1.282  0.22
H 1.436 -2.160 -2.758  0.22
H 1.754 0.223 1.685  0.24
H -0.118 -0.320 -2.183  0.28
H -0.687 -1.448 -1.086  0.27
H -3.529 1.392 -0.541  0.26
H -1.824 1.900 -1.124  0.26
H -2.400 0.424 -1.492  0.23
H -1.061 2.865 1.843  0.26
H -2.102 1.639 2.589  0.23
H -0.361 1.762 2.827  0.24